Below is the molecule C4H7N3O, with properties calculated with wB97M-V/def2-TZVPD.

Geometry as ORCA input:
```
! RIJCOSX wB97M-V def2-TZVPD def2/J DEFGRID3
* xyz 0 1
N -0.13 1.36 0.72
C 0.18 0.48 1.62
C -0.15 0.43 -0.58
N -1.47 0.57 -1.14
C -0.03 -0.85 0.41
C 1.02 -1.69 0.16
N 0.91 0.50 -1.39
O 0.41 0.32 2.77
H -0.03 2.37 0.79
H -1.50 0.14 -2.06
H -2.23 0.23 -0.56
H 1.09 1.47 -1.66
H -0.94 -1.31 0.82
H 1.10 -2.68 0.61
H 1.79 -1.34 -0.53
*
```

Results
- Maximum force: 0.0147 Eh/bohr
- HOMO level (alpha / beta): -0.2840 / -0.2838 Eh
- ΔE to the lowest compared entry with this formula, charge and spin: 460.3 kJ/mol
- LUMO (alpha / beta): -1.450 / -1.452 eV